(1)
Entry from OMol25: the molecule C5H9N at a distorted geometry (ωB97M-V/def2-TZVPD).

Computed properties:
- Kohn-Sham gap (eV) = 9.5207
- structure (SMILES) = C=CCNC=C
- LUMO level (eV) = 1.16
- energy above the lowest of the compared OMol25 structures with the same formula, charge and spin (kJ/mol) = 177.2

Positions of all 15 atoms, in Å:
C: 1.0437 -2.6701 -0.7249
C: 0.6780 -1.6252 0.0078
N: 0.6369 -0.3006 -0.4957
C: 0.2260 0.7371 0.4796
C: -1.6424 2.4117 0.6519
C: -1.0539 1.4035 0.0316
H: 1.3969 -2.5954 -1.7491
H: 1.1608 -3.6937 -0.3840
H: 0.2468 -1.7655 0.9946
H: 1.5264 -0.0681 -0.9092
H: 1.0747 1.4058 0.5031
H: 0.1042 0.3880 1.4944
H: -2.5603 2.8275 0.2552
H: -1.2743 2.8414 1.5766
H: -1.3621 1.0816 -0.9591

Cartesian forces, eV/Å:
0.8 -0.7 -0.4
-0.6 0.0 -0.7
0.0 -0.6 1.4
0.2 0.0 -1.1
-0.4 -0.1 0.0
0.8 0.4 -0.3
-0.1 0.5 0.0
-0.4 0.3 0.5
0.2 0.1 0.1
-0.1 0.0 -0.2
-0.1 0.8 0.2
0.1 -0.6 0.3
0.1 0.1 0.0
0.0 -0.1 0.1
-0.4 -0.1 0.2

***

(2)
Entry from OMol25: a structure of composition C16H28CeN7O2S2 at a distorted geometry (ωB97M-V/def2-TZVPD).

Computed properties:
- 2S+1 = 2
- Kohn-Sham gap (alpha / beta) (eV) = 7.7824 / 7.7964
- LUMO level (alpha / beta) (eV) = -5.55 / -5.54
- energy above the lowest of the compared OMol25 structures with the same formula, charge and spin (kJ/mol) = 6.1
- total charge = +2

Positions of all 56 atoms, in Å:
Ce: -0.5197 -0.3146 -0.0028
C: 1.6883 -0.3451 2.8988
C: 0.3409 0.2127 3.3086
N: -0.7789 -0.4422 2.6100
C: -1.2372 -1.7389 3.1365
C: -0.3493 -2.9365 2.8241
S: 0.2522 -3.0480 1.1041
C: 2.0527 -2.9448 1.3080
C: 2.6895 -1.5780 1.0344
N: 1.8351 -0.4468 1.4278
H: 2.4818 0.2702 3.3290
H: 1.8294 -1.3396 3.3186
H: 0.2388 0.1165 4.3940
H: 0.2889 1.2783 3.0731
H: -1.5708 0.1930 2.6743
H: -1.3655 -1.6965 4.2232
H: -2.2285 -1.9048 2.7139
H: 0.5301 -2.9761 3.4634
H: -0.9111 -3.8475 3.0235
H: 2.2721 -3.3026 2.3128
H: 2.4850 -3.6825 0.6331
H: 3.6531 -1.5457 1.5531
H: 2.9062 -1.4702 -0.0268
H: 2.2898 0.3980 1.0904
C: 0.8819 3.6150 -2.2134
C: 0.8466 2.2494 -1.6125
N: 0.1906 1.9862 -0.5369
N: -0.3392 3.0992 0.0961
C: -1.4531 2.9229 0.7641
N: -1.8269 3.9660 1.5312
S: -2.5301 1.5299 0.7698
C: 1.6278 1.1319 -2.2408
C: 2.6357 1.3935 -3.1529
C: 3.3367 0.3330 -3.7128
C: 3.0045 -0.9613 -3.3580
C: 1.9940 -1.1391 -2.4311
N: 1.3292 -0.1263 -1.8753
H: -0.1003 4.0744 -2.1341
H: 1.1911 3.5898 -3.2551
H: 1.5660 4.2614 -1.6558
H: -1.2925 4.8179 1.4759
H: -2.7486 3.9931 1.9282
H: 2.8798 2.4106 -3.4203
H: 4.1300 0.5215 -4.4246
H: 3.5101 -1.8175 -3.7814
H: 1.7017 -2.1385 -2.1251
N: -4.5201 -0.1323 -2.8307
C: -4.3124 -1.0503 -1.6544
C: -2.8485 -1.0175 -1.2787
O: -2.4661 -1.6405 -0.2560
O: -2.0819 -0.3107 -1.9877
H: -4.8034 -0.6357 -3.6717
H: -3.6092 0.3237 -3.0086
H: -5.2216 0.5842 -2.6419
H: -4.6356 -2.0559 -1.9098
H: -4.9091 -0.6864 -0.8209

Cartesian forces, eV/Å:
0.9 -0.3 0.7
0.2 -0.1 -0.1
-0.1 -0.1 0.0
0.0 -0.1 0.1
0.0 0.1 0.0
0.1 0.0 0.1
0.0 -0.2 -0.1
0.1 0.0 0.1
0.0 0.0 0.0
-0.1 0.1 0.0
0.0 0.0 0.0
0.0 0.0 0.0
0.0 0.1 0.0
0.0 0.0 0.0
0.0 0.0 0.0
0.0 0.0 0.0
0.0 0.0 -0.1
0.0 0.0 0.0
0.0 0.0 0.0
0.0 0.0 0.0
0.0 0.0 0.0
0.0 0.0 0.0
0.0 0.0 0.0
0.0 0.0 0.1
0.1 0.0 0.0
0.4 -0.2 -0.2
-0.3 0.8 0.0
0.0 -0.3 0.0
0.1 0.2 0.0
-0.2 -0.1 0.0
0.2 0.3 -0.1
-0.3 0.3 0.1
0.1 0.0 -0.1
0.0 0.1 0.0
0.0 -0.1 0.0
0.0 0.0 0.0
-0.2 0.0 0.2
0.0 0.0 0.0
0.0 0.0 0.0
0.0 0.0 0.0
0.0 0.0 0.0
0.0 0.0 0.0
0.0 0.0 0.0
0.0 0.0 0.0
0.0 0.0 0.0
0.0 0.0 0.0
-0.1 -0.1 0.0
-0.3 0.1 0.0
0.4 0.1 0.0
-0.9 -0.3 -0.4
-0.3 -0.3 -0.2
0.0 0.0 0.0
0.2 0.0 0.1
0.0 0.0 0.0
0.0 0.0 0.0
0.0 -0.1 0.0

***

(3)
Entry from OMol25: a structure of composition C8H15CeClINOPS at a distorted geometry (ωB97M-V/def2-TZVPD).

Computed properties:
- 2S+1 = 2
- Kohn-Sham gap (alpha / beta) (eV) = 5.1753 / 5.2197
- LUMO level (alpha / beta) (eV) = -9.28 / -9.24
- energy above the lowest of the compared OMol25 structures with the same formula, charge and spin (kJ/mol) = 50.0
- total charge = +2

Positions of all 30 atoms, in Å:
C: 1.7999 -1.3031 -0.5075
I: 2.3058 1.5599 -0.0598
H: 1.0744 -0.5700 -0.9521
H: 1.2211 -2.0031 0.1301
H: 2.2783 -1.7227 -1.4389
Ce: -2.3315 0.6125 1.5598
P: -0.5426 0.3490 -2.3346
C: 1.0263 0.6786 -3.2525
C: -1.0507 -1.0104 -3.4818
H: -2.5846 1.5832 -2.6099
H: -1.6087 1.6981 -4.1015
H: -1.1759 2.6574 -2.6524
C: -1.5667 1.6951 -3.0035
H: -1.9897 -1.4652 -3.1336
H: -1.1921 -0.6134 -4.5002
H: 0.8565 0.7361 -4.3345
H: 1.7366 -0.1298 -3.0452
H: -0.2690 -1.7875 -3.5182
H: 1.4690 1.6115 -2.8865
C: 2.8695 -0.5630 0.2936
O: 3.8133 -0.9315 0.9436
Cl: -3.6009 -0.9365 0.0444
S: -0.5897 -0.4452 5.2738
C: 0.9039 -0.7381 4.4361
C: 0.7939 -0.6147 3.0755
N: -0.4955 -0.2521 2.6408
C: -1.3872 -0.1650 3.7194
H: 1.8091 -0.9674 4.9799
H: 1.5975 -0.7944 2.3703
H: -2.4922 -0.4039 3.7234

Cartesian forces, eV/Å:
-0.1 0.2 -0.9
0.6 0.5 0.9
0.8 -0.8 1.0
0.7 -0.1 -0.6
-0.3 -0.3 1.3
-0.7 0.3 -3.7
-0.1 -0.2 -1.4
0.3 0.4 0.6
-0.4 -0.4 0.4
0.1 0.1 -0.2
0.1 0.0 0.3
-0.1 -0.1 -0.1
-0.4 0.4 0.2
0.3 0.0 -0.3
0.1 -0.1 0.4
-0.1 0.0 0.3
-0.1 0.2 -0.2
-0.3 0.3 0.1
0.0 -0.2 -0.3
1.2 -0.6 0.4
-2.6 1.0 -1.5
0.5 0.6 0.9
0.1 0.0 -2.6
-1.0 0.3 0.2
-1.8 0.6 0.0
-0.3 -1.1 2.7
2.7 -1.5 1.8
0.0 0.0 0.1
-0.2 0.3 0.0
1.0 0.4 0.0

***

(4)
Entry from OMol25: the molecule C2H3NOS at a distorted geometry (ωB97M-V/def2-TZVPD).

Computed properties:
- Kohn-Sham gap (eV) = 8.6958
- structure (SMILES) = O=CNC=S
- LUMO level (eV) = -0.57
- energy above the lowest of the compared OMol25 structures with the same formula, charge and spin (kJ/mol) = 64.4

Positions of all 8 atoms, in Å:
C: 0.2036 0.4455 0.1785
C: -1.0458 -1.0829 -1.0383
H: -0.3211 1.0822 -0.5493
H: 0.3902 -1.6358 0.2628
H: -1.4948 -2.1333 -0.9618
N: 0.0108 -0.9331 -0.2093
O: -1.6989 -0.2389 -1.6809
S: 1.2497 0.9347 1.3324

Cartesian forces, eV/Å:
1.7 -1.3 -0.3
-4.0 -1.2 -1.4
0.0 -0.1 0.7
1.8 -3.6 2.5
0.9 0.8 -0.5
-1.8 7.2 -1.9
2.4 -1.5 1.6
-1.0 -0.4 -0.7

***

(5)
Entry from OMol25: a structure of composition C21H25ClInN2PS at a distorted geometry (ωB97M-V/def2-TZVPD).

Computed properties:
- Kohn-Sham gap (alpha / beta) (eV) = 5.0332 / 4.3964
- LUMO level (alpha / beta) (eV) = -9.45 / -9.98
- total charge = +2

Positions of all 52 atoms, in Å:
In: 0.1574 -0.0360 0.9685
Cl: 2.3697 -0.4888 1.1639
P: -0.0070 -0.0124 -1.3375
C: -0.6779 1.5093 -1.9687
C: -1.8441 1.5192 -2.7417
C: -2.3192 2.7124 -3.2845
C: -1.6386 3.9086 -3.0528
C: -0.4785 3.9096 -2.2732
C: -0.0044 2.7206 -1.7219
C: 1.6537 -0.1768 -1.9763
C: 2.3546 -1.3791 -1.7432
C: 3.6115 -1.5678 -2.2998
C: 4.1898 -0.5648 -3.0865
C: 3.5037 0.6283 -3.3059
C: 2.2383 0.8236 -2.7519
C: -0.9740 -1.3434 -2.0226
C: -1.5646 -2.3285 -1.2252
C: -2.3543 -3.3173 -1.8043
C: -2.5431 -3.3492 -3.1879
C: -1.9417 -2.3780 -3.9912
C: -1.1562 -1.3770 -3.4129
H: 1.9143 -2.1367 -1.0981
H: 4.1515 -2.4958 -2.1142
H: 5.1798 -0.7140 -3.5178
H: 3.9554 1.4172 -3.9086
H: 1.7112 1.7569 -2.9220
H: -2.3797 0.5901 -2.9315
H: -3.2268 2.7061 -3.8883
H: -2.0146 4.8409 -3.4743
H: 0.0561 4.8406 -2.0886
H: 0.9024 2.7167 -1.1100
H: -1.4039 -2.3091 -0.1473
H: -2.8174 -4.0780 -1.1733
H: -3.1515 -4.1327 -3.6404
H: -2.0791 -2.3992 -5.0719
H: -0.6967 -0.6161 -4.0458
H: -1.1612 1.1560 1.0048
H: -1.5295 -0.5808 1.0217
C: -1.2427 0.9792 6.7152
N: -1.1476 0.4040 5.3757
C: 0.0004 -0.0014 4.7981
S: -0.0072 0.0013 3.2110
N: 1.1497 -0.4035 5.3781
C: 1.2469 -0.9737 6.7157
H: -0.2522 1.0655 7.1639
H: -1.8983 0.3492 7.3352
H: -1.6669 1.9875 6.6644
H: -2.0284 0.4915 4.8196
H: 2.0279 -0.4921 4.8172
H: 1.6712 -1.9821 6.6675
H: 1.9040 -0.3415 7.3317
H: 0.2575 -1.0585 7.1675

Cartesian forces, eV/Å:
1.3 -0.7 -0.2
1.3 0.0 0.2
0.3 -0.5 -4.4
-0.3 0.6 0.2
-0.4 0.1 -0.1
0.1 -0.1 0.1
0.1 -0.2 0.1
0.1 -0.1 0.2
-0.1 0.2 0.2
0.5 -0.3 -0.3
0.0 0.2 -0.1
-0.1 -0.1 0.0
-0.2 0.0 0.1
0.0 0.1 0.0
0.4 0.1 -0.2
-0.5 -0.5 -0.1
0.0 0.2 -0.2
-0.1 -0.2 0.0
0.1 0.1 0.2
0.2 0.2 0.2
-0.1 -0.4 -0.3
0.1 0.0 -0.3
-0.2 0.2 -0.1
-0.3 0.0 0.1
-0.2 -0.2 0.2
0.2 -0.2 -0.2
0.1 0.4 0.1
0.3 0.0 0.2
0.1 -0.3 0.1
-0.1 -0.2 0.0
-0.3 0.2 -0.2
-0.1 -0.2 -0.1
0.2 0.2 -0.2
0.2 0.2 0.2
0.0 0.0 0.3
-0.1 -0.3 0.1
-1.1 0.7 0.5
-0.6 0.3 -0.2
-0.2 -0.1 0.6
0.2 0.1 0.5
0.1 0.0 3.9
-1.0 0.2 -2.2
-0.3 -0.1 0.3
0.2 0.1 0.7
-0.2 -0.1 0.0
0.3 0.3 0.0
0.0 -0.2 -0.1
1.6 -0.3 0.3
-1.6 0.3 0.3
0.0 0.2 -0.1
-0.3 -0.3 0.0
0.2 0.1 -0.1

***

(6)
Entry from OMol25: a structure of composition C16H17N11O3SV at a distorted geometry (ωB97M-V/def2-TZVPD).

Computed properties:
- 2S+1 = 3
- Kohn-Sham gap (alpha / beta) (eV) = 7.5514 / 7.7483
- LUMO level (alpha / beta) (eV) = 2.61 / 2.59
- energy above the lowest of the compared OMol25 structures with the same formula, charge and spin (kJ/mol) = 0.0
- total charge = -1

Positions of all 49 atoms, in Å:
V: -0.1978 -0.5713 0.1374
C: -0.6437 -1.3559 2.2005
C: -1.8052 -1.5412 1.4194
C: -2.2976 -0.2669 1.0650
C: -1.4538 0.7060 1.6426
C: -0.4323 0.0409 2.3429
H: -0.0139 -2.1413 2.5922
H: -2.2119 -2.4945 1.1163
H: -3.1446 -0.0681 0.4236
H: -1.5424 1.7743 1.5168
H: 0.3999 0.5015 2.8527
N: 0.0462 -1.6445 -3.1425
C: 0.1122 -2.6412 -2.1771
N: 0.2424 -3.9279 -2.4435
N: 0.2005 -4.5102 -1.2269
N: 0.0540 -3.6354 -0.3057
N: 0.0169 -2.4052 -0.8710
C: -0.7672 -0.5522 -2.9128
N: -1.3046 0.1767 -3.8798
N: -2.0406 1.0896 -3.2148
N: -1.9467 0.9246 -1.9514
N: -1.1148 -0.1173 -1.7045
H: -0.0157 -2.0002 -4.0845
C: 2.0565 1.0353 -2.7374
N: 1.1082 2.1038 -2.5068
C: 0.4480 2.2851 -1.3501
N: -0.3834 3.3939 -1.3025
O: 0.6000 1.5738 -0.3526
H: 3.0710 1.4286 -2.8344
H: 1.7860 0.4874 -3.6385
H: 2.0402 0.3513 -1.8905
H: 0.8679 2.7042 -3.2770
H: -0.8488 3.5917 -2.1780
H: -1.0643 3.2567 -0.5686
O: 4.4949 -6.4102 3.1176
C: 4.7599 -5.1431 3.5314
O: 5.4749 -4.9731 4.4840
C: 4.1231 -4.0399 2.7622
C: 3.4880 -4.2169 1.5327
C: 2.9094 -3.1533 0.8690
C: 2.9257 -1.8736 1.4215
S: 2.2429 -0.4513 0.6347
C: 3.5796 -1.6982 2.6489
C: 4.1741 -2.7554 3.3060
H: 3.8515 -6.3804 2.4002
H: 3.4490 -5.1803 1.0339
H: 2.4426 -3.3203 -0.0866
H: 3.6077 -0.7066 3.0814
H: 4.6746 -2.6051 4.2523

Cartesian forces, eV/Å:
0.5 0.9 -0.1
0.0 -0.1 0.2
-0.1 -0.2 0.0
-0.2 0.0 -0.1
-0.1 0.0 0.0
0.0 -0.1 0.1
0.0 0.0 -0.1
0.1 0.1 0.0
0.1 0.0 0.0
0.0 -0.1 0.0
0.0 0.0 -0.1
0.1 -0.1 -0.1
0.0 0.0 0.0
0.0 0.2 0.0
0.0 -0.3 -0.2
0.0 0.2 0.4
-0.2 0.0 0.0
-0.1 -0.1 -0.2
0.0 -0.1 0.2
-0.1 0.2 -0.4
0.0 0.1 0.5
-0.1 -0.3 -0.1
0.0 0.0 0.0
0.1 -0.1 0.0
-0.1 0.1 0.1
0.0 0.3 -0.2
0.0 -0.2 0.1
-0.1 -0.4 0.2
0.0 0.0 0.0
0.0 0.0 0.0
0.0 0.0 0.0
0.0 0.0 0.0
0.0 0.0 0.0
0.0 0.1 0.0
0.0 0.1 0.1
0.0 0.0 0.0
0.0 -0.1 0.0
0.0 0.0 0.1
0.1 0.0 0.1
0.0 0.0 -0.1
-0.1 0.2 0.0
0.0 -0.2 -0.1
0.0 0.0 0.0
0.0 -0.1 -0.1
0.0 0.0 0.0
0.0 0.0 0.0
0.0 0.0 -0.1
0.0 0.0 0.0
0.0 0.0 0.0